# 1
DFT (wB97M-V/def2-TZVPD) results for 2 unconnected molecules or ions with the total composition C4H9NO2.

Structure (SMILES): [H]/N=C/O.C/C=C/O
Energy relative to the best compared isomer or geometry (same formula, charge and spin) (eV): 2.0482

Each line ends with the Mulliken charge.
Atoms and positions in Å:
H1 -0.11 -3.14 0.03  0.2023
N1 0.16 -2.18 -0.14  -0.4769
C1 0.13 -1.92 -1.38  0.0640
O1 0.43 -0.71 -1.87  -0.4741
H2 -0.14 -2.61 -2.19  0.3515
H3 0.52 -0.13 -1.09  0.3796
C2 0.74 0.64 1.82  -0.9930
C3 -0.43 0.76 0.89  -0.0498
C4 -0.49 1.59 -0.15  -0.3716
O2 -1.62 1.69 -0.92  -0.4799
H4 0.98 -0.42 1.94  0.2778
H5 0.52 1.05 2.81  0.3341
H6 1.63 1.15 1.43  0.2645
H7 -1.30 0.13 1.07  0.2994
H8 0.34 2.25 -0.42  0.3331
H9 -1.35 1.85 -1.84  0.3390

---

# 2
DFT (wB97M-V/def2-TZVPD) results for a molecular structure, C19H20ClInN4O4S4Sb in a non-equilibrium geometry.

Energy relative to the best compared isomer or geometry (same formula, charge and spin) (eV): 4.8286
Net charge: -1

Each line ends with the Mulliken charge.
Atoms and positions in Å:
In1 -9.97 4.83 12.84  0.9189
C1 -8.14 9.02 12.78  -0.7294
C2 -9.14 9.25 13.94  -1.9421
C3 -10.36 8.32 14.14  1.9236
C4 -10.26 7.14 15.10  -0.8264
C5 -11.19 6.21 15.03  -0.6333
C6 -12.15 6.20 13.99  -0.6444
C7 -12.18 7.12 13.00  -0.6299
N1 -11.22 8.13 12.94  -0.1458
N2 -7.46 7.77 12.82  0.8702
C8 -6.91 7.50 11.52  -0.7767
C9 -7.91 7.49 10.38  0.7347
C10 -7.50 7.89 9.04  -1.2660
C11 -7.94 7.18 7.96  -0.0704
C12 -8.81 6.05 7.98  -0.8911
C13 -9.84 6.03 8.83  -0.1726
N3 -8.99 6.96 10.74  0.2179
C14 -6.48 7.42 13.82  -0.9328
C15 -6.58 5.96 14.16  0.0323
C16 -5.95 4.92 13.49  -0.5016
C17 -6.27 3.61 13.83  0.5376
C18 -7.16 3.34 14.85  -0.5056
C19 -7.71 4.43 15.48  -0.3896
N4 -7.43 5.68 15.19  -0.2433
H1 -8.71 8.96 11.83  0.3906
H2 -7.48 9.89 12.66  0.3116
H3 -8.64 9.39 14.87  0.5028
H4 -9.64 10.19 13.74  0.6306
H5 -9.36 7.01 15.63  0.5263
H6 -11.16 5.35 15.65  0.4850
H7 -12.84 5.36 13.84  0.5033
H8 -12.74 6.87 12.15  0.5842
H9 -6.14 8.28 11.35  0.3407
H10 -6.37 6.58 11.56  0.0234
H11 -6.70 8.66 8.98  0.3632
H12 -7.49 7.39 6.99  0.3611
H13 -8.75 5.30 7.24  0.4721
H14 -10.54 5.25 8.83  0.5124
H15 -5.46 7.63 13.49  0.4023
H16 -6.69 8.00 14.77  0.4462
H17 -5.33 5.04 12.63  0.5427
H18 -6.01 2.67 13.31  -0.3944
H19 -7.49 2.35 14.94  0.5000
H20 -8.44 4.27 16.28  0.3203
S1 -5.96 0.32 12.69  -0.6508
Sb1 -5.78 1.22 10.55  0.2886
S2 -6.33 4.24 9.75  0.0013
S3 -7.65 2.80 10.55  -0.1243
S4 -4.55 3.51 10.60  -0.4622
O1 -11.36 4.14 11.02  -0.6071
Cl1 -12.92 3.71 10.93  0.4241
O2 -13.78 4.44 11.99  -0.6353
O3 -10.03 7.03 9.74  -0.4070
O4 -11.56 9.02 14.11  -0.5860

---

# 3
DFT (wB97M-V/def2-TZVPD) results for a single C18H22Cl3N5O2S molecule.

Structure (SMILES): CCCC(=O)N[C@H](NC(=S)Nc1c(C)n(C)n(-c2ccccc2)c1=O)C(Cl)(Cl)Cl

Each line ends with the Mulliken charge.
Atoms and positions in Å:
C1 -4.34 -3.31 -0.65  -0.9401
C2 -2.86 -3.61 -0.83  -0.2982
C3 -2.15 -2.59 -1.73  -0.9751
C4 -2.03 -1.25 -1.04  0.5453
O1 -1.12 -1.00 -0.27  -0.6276
N1 -3.02 -0.37 -1.35  -0.0120
C5 -3.18 0.94 -0.78  -1.7031
N2 -1.94 1.53 -0.40  0.3071
C6 -1.48 2.67 -0.99  0.1215
S1 -2.43 3.61 -1.97  -0.4448
N3 -0.22 3.04 -0.70  -0.1205
C7 0.73 2.28 -0.01  0.2796
C8 0.66 1.66 1.20  0.2868
C9 -0.40 1.68 2.24  -1.4439
N4 1.81 0.94 1.41  0.1979
C10 2.33 0.64 2.72  -1.2340
N5 2.69 1.24 0.37  0.2314
C11 3.82 0.45 0.11  0.0811
C12 3.82 -0.92 0.38  0.1433
C13 4.94 -1.67 0.11  -0.7188
C14 6.06 -1.07 -0.45  -0.4268
C15 6.05 0.28 -0.75  -0.6917
C16 4.93 1.05 -0.47  -0.3884
C17 2.05 2.03 -0.58  0.3097
O2 2.53 2.41 -1.63  -0.7270
C18 -4.13 0.87 0.45  0.5819
Cl1 -4.30 2.48 1.17  -0.1002
Cl2 -3.51 -0.25 1.67  -0.1050
Cl3 -5.73 0.30 -0.08  -0.1209
H1 -4.81 -4.10 -0.06  0.3824
H2 -4.49 -2.37 -0.12  0.1046
H3 -4.85 -3.26 -1.61  0.2836
H4 -2.75 -4.60 -1.28  0.3673
H5 -2.36 -3.63 0.14  0.2806
H6 -2.69 -2.49 -2.68  0.3378
H7 -1.14 -2.94 -1.93  0.3285
H8 -3.77 -0.69 -1.95  0.3821
H9 -3.66 1.62 -1.51  0.6816
H10 -1.26 0.85 -0.05  0.1694
H11 0.16 3.76 -1.29  0.3363
H12 -1.19 2.37 1.94  0.2875
H13 0.00 2.02 3.19  0.5439
H14 -0.83 0.69 2.38  0.2282
H15 2.45 1.54 3.32  0.3139
H16 1.66 -0.05 3.22  0.3650
H17 3.31 0.17 2.61  0.5216
H18 2.93 -1.38 0.78  0.5344
H19 4.94 -2.73 0.33  0.3753
H20 6.94 -1.67 -0.67  0.3876
H21 6.91 0.74 -1.20  0.3693
H22 4.91 2.10 -0.71  0.4117

---

# 4
DFT (wB97M-V/def2-TZVPD) results for a molecular structure, C12H16LuN3O4P in a non-equilibrium geometry.

Net charge: +3

Each line ends with the Mulliken charge.
Atoms and positions in Å:
Lu1 0.44 -1.97 -0.41  1.0301
O1 0.25 -1.20 3.02  -0.0772
C1 0.31 -1.40 1.89  0.2921
C2 0.36 -1.34 -2.63  0.3132
O2 0.35 -1.14 -3.78  -0.0807
C3 -1.93 -1.88 -0.08  0.2667
O3 -3.08 -1.86 0.06  -0.0703
C4 2.60 -0.97 -0.05  0.2488
O4 3.62 -0.48 0.12  -0.0467
C5 1.51 -6.52 0.36  -0.5558
H1 2.40 -6.30 0.94  0.3096
H2 0.60 -6.70 0.92  0.3135
C6 1.52 -6.47 -0.98  -0.6028
H3 0.61 -6.62 -1.56  0.3233
H4 2.41 -6.23 -1.54  0.3187
C7 -1.97 3.16 -0.11  -0.9665
N1 -1.71 2.36 1.12  0.1445
C8 -0.49 2.87 1.79  -0.8649
N2 0.66 2.89 0.86  0.1564
C9 0.29 3.68 -0.35  -0.9502
N3 -0.86 3.13 -1.08  0.2414
C10 -0.60 1.77 -1.59  -1.2233
P1 -0.20 0.59 -0.25  1.2878
C11 -1.66 0.92 0.83  -1.1161
C12 1.17 1.56 0.52  -1.0726
H5 -2.11 4.21 0.20  0.3503
H6 -2.87 2.77 -0.58  0.3784
H7 -0.25 2.22 2.63  0.3872
H8 -0.69 3.90 2.13  0.3083
H9 1.16 3.71 -1.01  0.3718
H10 0.02 4.70 -0.02  0.3443
H11 -1.44 1.38 -2.17  0.4303
H12 0.21 1.75 -2.33  0.5276
H13 -1.58 0.27 1.72  0.6487
H14 -2.56 0.62 0.25  0.5459
H15 1.97 1.63 -0.24  0.4552
H16 1.55 1.00 1.39  0.6331

---

# 5
DFT (wB97M-V/def2-TZVPD) results for a single C22H28ClN3O4 molecule.

Structure (SMILES): COc1ccc(OC)c(CN(CCN2CCOCC2)C(=O)Nc2cccc(Cl)c2)c1
Energy relative to the best compared isomer or geometry (same formula, charge and spin) (eV): 2.7295

Each line ends with the Mulliken charge.
Atoms and positions in Å:
C1 4.70 -3.37 0.98  -0.7725
O1 3.50 -4.11 0.90  -0.4839
C2 2.33 -3.46 1.12  0.4232
C3 1.17 -4.22 0.99  -0.8787
C4 -0.07 -3.65 1.18  -0.6396
C5 -0.19 -2.30 1.51  0.5713
O2 -1.39 -1.65 1.66  -0.3793
C6 -2.58 -2.40 1.61  -1.1350
C7 0.97 -1.54 1.67  0.2331
C8 0.91 -0.08 2.06  -1.4531
N1 1.59 0.76 1.10  0.7017
C9 2.46 1.79 1.61  -1.4567
C10 1.65 2.88 2.33  -0.9088
N2 0.48 3.23 1.55  0.5717
C11 0.77 4.12 0.44  -0.8477
C12 -0.49 4.27 -0.41  -0.5688
O3 -1.58 4.76 0.35  -0.4302
C13 -1.83 3.92 1.44  -0.5952
C14 -0.61 3.78 2.34  -0.7266
C15 1.19 0.88 -0.21  0.0872
O4 1.84 1.52 -1.02  -0.7204
N3 0.04 0.20 -0.52  0.6555
C16 -0.56 0.06 -1.76  0.6959
C17 0.01 0.50 -2.96  -0.6462
C18 -0.66 0.31 -4.15  -0.6230
C19 -1.90 -0.31 -4.19  -0.5099
C20 -2.46 -0.74 -3.00  0.1192
Cl1 -4.01 -1.53 -3.01  -0.2469
C21 -1.81 -0.56 -1.79  -0.5548
C22 2.21 -2.12 1.48  -0.1442
H1 4.87 -2.98 1.99  0.2994
H2 4.71 -2.54 0.26  0.3285
H3 5.49 -4.07 0.73  0.2422
H4 1.26 -5.26 0.73  0.4398
H5 -0.95 -4.26 1.05  0.4309
H6 -3.38 -1.69 1.79  0.2463
H7 -2.72 -2.86 0.62  0.4298
H8 -2.59 -3.18 2.38  0.4028
H9 1.43 0.04 3.02  0.7504
H10 -0.13 0.24 2.22  0.3620
H11 3.19 1.36 2.30  0.3895
H12 2.99 2.21 0.75  0.5577
H13 2.30 3.75 2.53  0.4001
H14 1.31 2.49 3.29  0.5174
H15 1.55 3.68 -0.18  0.4603
H16 1.09 5.11 0.80  0.3991
H17 -0.33 4.98 -1.22  0.3641
H18 -0.75 3.29 -0.84  0.2567
H19 -2.67 4.37 1.99  0.3729
H20 -2.13 2.92 1.08  0.2448
H21 -0.83 3.10 3.17  0.4538
H22 -0.35 4.77 2.76  0.3061
H23 -0.49 -0.20 0.24  -0.2063
H24 0.97 0.99 -2.93  0.4834
H25 -0.22 0.65 -5.07  0.3930
H26 -2.42 -0.46 -5.12  0.4301
H27 -2.27 -0.89 -0.88  0.5155
H28 3.08 -1.50 1.59  0.3931

---

Number 1: orbital gap 0.359 Ha, E_LUMO 0.032 Ha. Number 2: orbital gap 0.234 Ha, E_LUMO 0.069 Ha. Number 3: orbital gap 0.304 Ha, E_LUMO 0.014 Ha. Number 4: orbital gap 0.154 Ha, E_LUMO -0.514 Ha. Number 5: orbital gap 0.323 Ha, E_LUMO 0.022 Ha.